C27H42BaN5O5SSi2Te | the ωB97M-V functional and the def2-TZVPD basis

XYZ file:
```
84
Properties=species:S:1:pos:R:3:lowdin_charge:R:1
Ba 0.4447 0.7974 0.6006 2.027
O 2.5223 1.5390 -0.2701 -0.306
C 2.8295 2.7466 0.3772 -0.246
C 2.8884 2.5905 1.8884 -0.145
N 1.6876 1.9731 2.4159 -0.341
C 2.0350 0.9550 3.3855 -0.119
C 2.6649 -0.2205 2.5893 -0.690
O 3.6523 -0.7840 3.0394 0.031
O 2.0890 -0.4489 1.4843 -0.354
C 0.6856 2.9336 2.8230 -0.110
C -0.0309 3.3764 1.5483 -0.791
O 0.2216 4.4867 1.0669 -0.102
O -0.7970 2.5195 1.0418 -0.522
H 2.6940 0.8302 0.3804 0.014
H 2.0695 3.4811 0.1072 0.059
H 3.8012 3.1252 0.0234 0.131
H 3.0657 3.5819 2.3357 0.140
H 3.7467 1.9494 2.1283 0.138
H 1.1381 0.5662 3.8696 0.090
H 2.7377 1.3045 4.1574 0.133
H 1.1065 3.8086 3.3424 0.132
H -0.0470 2.4428 3.4649 0.123
N -3.6899 -1.2566 2.4105 0.049
C -2.4866 -1.0531 1.8038 -0.938
S -1.2214 -0.5333 2.7816 0.537
N -2.4822 -1.3502 0.5146 -0.047
N -1.4156 -1.0861 -0.2175 -0.044
C -1.4271 -1.5465 -1.4402 -0.217
C -2.5827 -2.2844 -2.0131 -0.191
C -3.1425 -3.3983 -1.3913 -0.031
C -4.2433 -4.0314 -1.9436 -0.089
C -4.8064 -3.5606 -3.1180 -0.105
C -4.2696 -2.4427 -3.7343 -0.089
C -3.1702 -1.8082 -3.1860 -0.053
C -0.2864 -1.2806 -2.2912 -0.232
C -0.0732 -2.0372 -3.4589 -0.012
C 1.0116 -1.7595 -4.2619 -0.068
C 1.8675 -0.7295 -3.8931 -0.060
C 1.5905 -0.0417 -2.7222 -0.140
N 0.5618 -0.3026 -1.9366 0.011
H -3.6982 -1.2478 3.4152 0.062
H -4.3874 -1.7814 1.9097 0.084
H -2.7004 -3.7687 -0.4797 0.111
H -4.6655 -4.8998 -1.4565 0.096
H -5.6614 -4.0630 -3.5502 0.094
H -4.7164 -2.0573 -4.6403 0.097
H -2.7637 -0.9213 -3.6505 0.112
H -0.7454 -2.8472 -3.7016 0.112
H 1.1948 -2.3435 -5.1539 0.103
H 2.7274 -0.4689 -4.4907 0.096
H 2.2317 0.7629 -2.4000 0.095
C -0.7063 7.1281 -1.1477 -0.193
Si 0.6913 6.4947 -2.2789 0.443
C 2.2598 6.1819 -1.2419 -0.174
C 1.0701 7.8829 -3.5533 -0.195
C 0.1679 4.8733 -3.1033 -0.540
Te -0.5512 3.5453 -1.4935 1.434
C -1.7610 2.3974 -2.9242 -0.525
Si -3.5737 2.5797 -2.4206 0.447
C -4.0189 4.3887 -1.9818 -0.205
C -4.7735 2.1674 -3.8662 -0.186
C -3.8831 1.4196 -0.9473 -0.156
H -0.5010 8.1194 -0.7512 0.022
H -0.8107 6.4429 -0.3115 -0.005
H -1.6618 7.1648 -1.6642 0.022
H 2.8055 7.0905 -1.0063 0.022
H 2.9437 5.5058 -1.7477 0.025
H 1.9620 5.7178 -0.3079 0.001
H 1.3500 8.8074 -3.0555 0.015
H 0.2068 8.0943 -4.1756 0.014
H 1.8880 7.6045 -4.2095 0.013
H 0.9773 4.4085 -3.6606 -0.003
H -0.6564 5.0324 -3.7926 -0.005
H -1.4583 1.3540 -2.8934 -0.028
H -1.5513 2.7813 -3.9170 -0.002
H -3.8863 5.0481 -2.8347 0.021
H -3.3787 4.7499 -1.1832 -0.011
H -5.0507 4.4781 -1.6563 0.019
H -4.5984 2.8075 -4.7261 0.016
H -5.8021 2.3201 -3.5535 0.017
H -4.6793 1.1376 -4.1928 0.001
H -3.1117 1.5683 -0.1955 0.017
H -3.8441 0.3773 -1.2514 0.012
H -4.8455 1.5950 -0.4783 0.029
```

LUMO, eV: 2.2
Largest force on an atom, eV Å⁻¹: 7.22
E, hartree: -2974.8872
Energy relative to the best compared isomer or geometry (same formula, charge and spin), kJ/mol: 368.30
Net charge: -1
HOMO, eV: -4.747